Molecular formula: C19H24F2N
Method: DFT, ωB97M-V/def2-TZVPD

The calculation puts the strongest force on any atom at 1.546 eV/Å. The calculation puts the LUMO energy at -6.292 eV. Its HOMO-LUMO gap is 5.6 eV. As for the molecular weight: 304.40 g mol⁻¹. The charge is +1.

XYZ file:
```
46
C19H24F2N | OMol25 | ωB97M-V/def2-TZVPD
F -3.38982 3.25438 -2.10987
F 3.04705 3.27844 -1.93305
N 0.21384 -0.52828 1.40788
C 3.33431 1.17450 2.82452
C -2.97003 -2.56846 2.04276
C -1.77680 1.53118 -1.92540
C 1.44308 1.54047 -1.80688
C 3.83859 1.04282 -1.98805
C -3.10678 1.91105 -2.02976
C 1.19166 -0.01732 2.35558
C 1.13391 0.15646 -1.71903
C -3.85718 -0.35009 -2.06869
C -0.16973 -0.39295 -1.51736
C -1.91501 -1.83326 1.22591
C 2.77105 1.93023 -1.91412
C -1.45589 0.14862 -1.81367
C 3.53556 -0.32603 -1.94371
C -4.17130 1.01682 -2.07711
C 2.23076 -0.75775 -1.79271
C -2.54511 -0.77399 -1.94864
C -0.84933 -1.21822 2.12213
C 2.39753 0.67217 1.73369
H -5.19533 1.37508 -2.14968
H -2.51444 -3.37023 2.63246
H -0.17235 0.23649 0.85466
H -2.30913 -1.84005 -1.93800
H -0.99994 2.28121 -1.90858
H -1.41953 -2.52315 0.52981
H -3.72633 -3.01499 1.39214
H 2.00080 -1.82132 -1.72175
H -0.36797 -2.02140 2.70510
H 4.85718 1.41109 -2.08676
H 1.54608 -0.88434 2.93784
H -3.47578 -1.88099 2.72869
H -2.38970 -1.04678 0.62632
H 4.34237 -1.05460 -2.01516
H 2.81183 1.86888 3.49087
H 0.66524 2.28958 -1.76023
H 2.90844 -0.04963 1.08541
H -1.33350 -0.52875 2.84263
H 0.70017 0.67844 3.06482
H 2.07153 1.50412 1.09739
H -4.65947 -1.08411 -2.14185
H 4.19876 1.69339 2.40438
H 3.70126 0.33817 3.42810
H -0.17054 -1.44692 -1.22305
```



Molecular formula: C3H6N2OS2
Method: DFT, ωB97M-V/def2-TZVPD

The calculation puts the strongest force on any atom at 2.473 eV/Å. The calculation puts the LUMO energy at 0.676 eV. Its HOMO-LUMO gap is 9.0 eV. Its SMILES is ON1CCS/C1=N/S. As for the molecular weight: 150.23 g mol⁻¹. The charge is 0.

XYZ file:
```
14
C3H6N2OS2 | OMol25 | ωB97M-V/def2-TZVPD
S -1.15756 -1.74309 -0.18841
S 3.14689 -0.68181 -0.00320
O 1.17396 1.38056 -0.30075
N 1.55591 -1.42697 -0.12202
N 0.22811 0.54703 0.24460
C -2.01398 -0.24705 0.28828
C 0.43790 -0.83020 -0.04642
C -1.08753 0.85581 -0.27657
H -3.01133 -0.32037 -0.19873
H 1.61150 1.70951 0.44175
H -1.08980 0.89001 -1.37176
H -2.04827 -0.13182 1.37666
H -1.40277 1.88248 0.06525
H 3.65695 -1.88409 0.09131
```



Molecular formula: C50H47F2GeNO2PtSb2
Method: DFT, ωB97M-V/def2-TZVPD

The calculation puts the strongest force on any atom at 4.386 eV/Å. The calculation puts the LUMO energy (spin up / spin down) at 0.063 / -3.253 eV. Its HOMO-LUMO gap (spin up / spin down) is 6.6 / 4.4 eV. As for the molecular weight: 1243.14 g mol⁻¹. The charge is 0. As for the multiplicity: 3.

XYZ file:
```
106
C50H47F2GeNO2PtSb2 | OMol25 | ωB97M-V/def2-TZVPD
Pt -0.37024 0.06276 -1.47986
Sb -0.71049 1.42678 0.86432
Sb -4.66799 -4.02761 0.24331
Ge 5.45094 -0.20020 -0.39403
F -2.32606 -0.92682 -3.26237
F -3.22781 -0.45503 -1.37167
O 0.93172 -2.31387 -0.27575
O 1.60406 -0.13041 -0.72531
N 0.72659 -1.44362 -4.00525
C 3.02964 -1.50954 0.62387
C -7.32117 -5.03842 1.38144
C -6.07880 -4.49756 1.82205
C 9.07191 -2.44025 -0.34436
C 5.08896 0.22702 -3.19909
C -4.49854 3.89926 2.84516
C -2.28995 2.65410 1.67110
C -2.11312 3.65539 2.65205
C -6.76694 -1.69950 -3.03255
C 4.15113 1.72015 1.49016
C 0.26290 4.61049 -1.86284
C 7.70833 -2.15264 -0.55482
C -2.14263 4.54149 -1.79006
C 4.59409 2.16674 -1.91252
C 4.93901 0.79496 -1.97752
C 4.12804 2.67849 2.50367
C -7.55995 -0.94509 -0.91146
C 8.26278 0.21094 -0.25648
C -2.23161 0.00260 -2.24515
C 7.29814 -0.81875 -0.48015
C -8.27094 -5.43248 2.36256
C 9.56788 -0.10388 0.08439
C -5.88435 -2.58525 -2.34473
C 9.97836 -1.43968 0.01520
C 0.31481 3.33797 -1.41574
C 4.82703 2.34647 -4.33281
C -2.06774 3.19961 -1.38150
C 1.73057 -1.37144 -0.15462
C 6.42143 1.17350 2.07146
C 5.03705 1.00639 -4.38848
C 4.21912 -1.78751 -0.35838
C -0.83016 2.64819 -1.05651
C -3.58985 2.37064 1.27040
C -7.64734 -0.91383 -2.31070
C 6.34667 2.08782 3.11703
C -4.66121 2.98591 1.82681
C -6.63813 -1.76491 -0.23838
C -1.60003 -0.68639 1.67319
C 0.37118 -0.96588 -2.97863
C -0.96038 5.23585 -2.01834
C -3.23008 4.15235 3.29646
C -5.79932 -2.61632 -0.95080
C -2.87161 -2.84763 0.87484
C 4.52463 2.92565 -3.09635
C 5.25642 2.88618 3.29032
C -2.93919 -1.47409 1.60724
C 5.35230 1.07629 1.14790
C -6.75100 -4.90551 4.10265
C -7.96399 -5.37380 3.71450
C -5.80743 -4.50511 3.15333
H -1.15982 3.92407 3.06365
H 5.09293 -0.82548 -3.21595
H 4.27728 2.64300 -1.01464
H 4.14341 3.93091 -3.01272
H 5.14969 3.65549 4.05697
H -6.71760 -1.68753 -4.13469
H 0.55407 -1.93620 -4.88406
H 3.80327 -1.92772 -1.38015
H -3.09530 5.00900 -2.03160
H -5.38750 4.30239 3.33869
H -8.45510 -0.28438 -2.71794
H 7.09032 -2.97743 -0.89762
H -2.54855 0.91672 -2.68538
H 5.13471 0.48537 -5.34183
H -9.22400 -5.92736 2.01252
H 10.31452 0.69954 0.25226
H -3.68203 -0.83304 1.13208
H 1.09012 5.25704 -2.05193
H 3.27093 1.46118 0.96131
H -0.75825 -1.25027 1.19513
H -1.35134 -0.36297 2.73346
H -6.37672 -4.99503 5.11538
H 4.82530 3.01475 -5.18870
H -1.02300 6.29035 -2.28406
H -2.27269 -2.60245 -0.01855
H -5.67669 2.76191 1.47192
H -3.37567 -1.61601 2.58185
H -4.87179 -4.06551 3.50079
H -6.70665 -1.84160 0.89670
H 9.41940 -3.45193 -0.25965
H 4.82608 -2.60920 -0.01469
H 7.17238 2.09519 3.80779
H -2.19810 -3.43024 1.47013
H 2.89802 -2.42265 1.25035
H -3.02349 4.82266 4.12960
H 3.22886 3.30806 2.71530
H 3.27739 -0.68968 1.32829
H -2.98297 2.60936 -1.15455
H -7.56696 -5.12197 0.32532
H -8.20464 -0.38223 -0.21891
H 7.27657 0.54057 2.04499
H 11.00306 -1.75625 0.14242
H -5.41273 -3.32418 -2.99053
H 7.92302 1.24232 -0.34458
H 1.27705 2.83504 -1.35181
H -8.63804 -5.71697 4.48860
H -3.71638 1.52239 0.58085
```



Q: Which relative energy (zero: lowest compared OMol25 entry of this formula, charge and spin) values were calculated for the entries above? A: 25.68, 78.67, 76.48, in kcal/mol.
Q: Which calculated total energy values were calculated for the entries above? A: -992.5836, -1098.9485, -5014.8472, in Eh.